Entry 1:
Molecular formula: C2H3FO2
Method: DFT, ωB97M-V/def2-TZVPD

The highest occupied orbital energy comes out at -11.0 eV. As for the SMILES: O=C(O)CF.

Positions of all 8 atoms, in Å:
O1 -0.705 1.586 -0.052
C1 -0.362 0.446 -0.086
O2 -1.392 -0.445 -0.158
C2 0.870 -0.327 0.031
F1 2.014 0.528 -0.146
H1 -2.260 -0.008 0.104
H2 0.973 -1.127 -0.734
H3 0.863 -0.653 1.041

Atom charges from the Löwdin analysis, given in e for atoms 1 to 6: number 1, O, carries 0.14; number 2, C, carries -0.52; number 3, O, carries 0.05; number 4, C, carries -0.06; number 5, F, carries -0.06; number 6, H, carries 0.16

***

Entry 2:
Molecular formula: C6H13N
Method: DFT, ωB97M-V/def2-TZVPD

The highest occupied orbital energy comes out at -8.3 eV. As for the SMILES: C[C@@H]1CCCN1C.

Positions of all 20 atoms, in Å:
C1 1.503 0.313 -1.384
C2 0.796 -0.181 -0.115
C3 0.071 -1.522 -0.339
C4 -1.422 -1.152 -0.356
C5 -1.489 0.054 0.560
N1 -0.262 0.772 0.273
C6 0.162 1.690 1.280
H1 0.809 0.535 -2.192
H2 2.054 1.217 -1.126
H3 2.197 -0.456 -1.716
H4 1.547 -0.277 0.670
H5 0.379 -2.010 -1.264
H6 0.332 -2.197 0.470
H7 -1.965 -2.034 -0.007
H8 -1.747 -0.973 -1.379
H9 -2.359 0.637 0.263
H10 -1.590 -0.291 1.596
H11 0.516 1.246 2.230
H12 1.071 2.213 0.975
H13 -0.601 2.413 1.563

Atom charges from the Löwdin analysis, given in e for atoms 1 to 6: number 1, C, carries -0.06; number 2, C, carries -0.37; number 3, C, carries -0.15; number 4, C, carries -0.17; number 5, C, carries -0.20; number 6, N, carries -0.19

***

Entry 3:
Molecular formula: CH5BrN2
Method: DFT, ωB97M-V/def2-TZVPD

The highest occupied orbital energy comes out at -9.6 eV. As for the SMILES: C=NBr.N.

Positions of all 9 atoms, in Å:
C1 0.774 -1.568 -0.157
N1 0.988 -0.331 -0.333
Br1 2.571 0.420 0.140
H1 -0.322 -1.865 -0.398
H2 1.445 -2.401 0.113
N2 -1.593 1.603 0.153
H3 -0.668 1.988 0.069
H4 -1.657 1.228 1.048
H5 -1.537 0.926 -0.635

Atom charges from the Löwdin analysis, given in e for atoms 1 to 6: number 1, C, carries -0.20; number 2, N, carries -0.57; number 3, Br, carries 0.62; number 4, H, carries 0.10; number 5, H, carries 0.07; number 6, N, carries 0.01

***

Entry 4:
Molecular formula: C4H5O3
Method: DFT, ωB97M-V/def2-TZVPD

As for the charge: -1. The highest occupied orbital energy comes out at -4.2 eV. As for the SMILES: O=CCCC(=O)[O-].

Positions of all 12 atoms, in Å:
O1 -2.280 1.624 -1.161
C1 -1.420 0.799 -1.004
C2 0.005 1.005 -0.601
C3 0.322 0.380 0.752
C4 0.980 -1.056 0.680
O2 0.688 -1.782 1.654
O3 1.727 -1.242 -0.303
H1 -1.658 -0.292 -1.184
H2 0.182 2.085 -0.560
H3 0.643 0.407 -1.273
H4 1.019 0.944 1.374
H5 -0.560 0.247 1.394

Atom charges from the Löwdin analysis, given in e for atoms 1 to 6: number 1, O, carries 0.01; number 2, C, carries -0.30; number 3, C, carries -0.18; number 4, C, carries -0.15; number 5, C, carries -0.75; number 6, O, carries -0.09

***

Entry 5:
Molecular formula: C4H7NO
Method: DFT, ωB97M-V/def2-TZVPD

The highest occupied orbital energy comes out at -8.4 eV. As for the SMILES: CN/C=C\C=O.

Positions of all 13 atoms, in Å:
C1 1.701 -1.065 0.810
N1 0.298 -0.739 0.064
C2 -0.753 -0.136 0.598
C3 -1.437 0.998 -0.078
C4 -1.175 1.155 -1.553
O1 -0.166 0.559 -2.035
H1 1.434 -0.945 1.845
H2 2.121 -2.156 0.393
H3 2.577 -0.269 0.643
H4 0.589 -0.003 -0.865
H5 -1.026 -0.621 1.674
H6 -2.398 1.190 0.517
H7 -1.766 2.033 -2.013

Atom charges from the Löwdin analysis, given in e for atoms 1 to 6: number 1, C, carries -0.05; number 2, N, carries -0.09; number 3, C, carries -0.19; number 4, C, carries -0.09; number 5, C, carries -0.24; number 6, O, carries -0.09

***

Entry 6:
Molecular formula: C24H28N6O3
Method: DFT, ωB97M-V/def2-TZVPD

The highest occupied orbital energy comes out at -7.8 eV. As for the SMILES: COc1ccc(-c2noc(N3CCC(C(=O)N4CCN(c5ccccn5)CC4)CC3)n2)cc1.

Positions of all 61 atoms, in Å:
C1 4.579 -2.667 -3.191
O1 3.302 -2.137 -3.451
C2 2.818 -1.167 -2.633
C3 1.555 -0.669 -2.963
C4 0.977 0.322 -2.206
C5 1.645 0.843 -1.098
C6 1.015 1.868 -0.288
N1 1.589 2.474 0.719
O2 0.631 3.325 1.223
C7 -0.459 3.142 0.467
N2 -1.568 3.876 0.650
C8 -2.703 3.479 -0.155
C9 -3.246 2.141 0.358
C10 -3.146 2.063 1.899
C11 -1.923 1.328 2.469
O3 -1.164 1.892 3.237
N3 -1.781 0.003 2.223
C12 -2.434 -0.828 1.239
C13 -1.454 -1.096 0.092
N4 -0.264 -1.747 0.607
C14 0.414 -2.603 -0.218
C15 1.678 -3.135 0.093
C16 2.241 -4.052 -0.766
C17 1.567 -4.422 -1.924
C18 0.336 -3.838 -2.148
N5 -0.228 -2.967 -1.332
C19 0.381 -1.010 1.673
C20 -0.629 -0.683 2.774
C21 -3.157 3.486 2.483
C22 -1.949 4.304 1.984
N6 -0.278 2.260 -0.484
C23 2.902 0.347 -0.768
C24 3.486 -0.649 -1.526
H1 4.750 -3.415 -3.963
H2 4.622 -3.145 -2.208
H3 5.354 -1.896 -3.255
H4 1.050 -1.084 -3.820
H5 0.005 0.712 -2.464
H6 -3.445 4.276 -0.087
H7 -2.377 3.382 -1.192
H8 -2.655 1.359 -0.109
H9 -4.285 2.025 0.045
H10 -4.020 1.524 2.285
H11 -3.351 -0.372 0.875
H12 -2.689 -1.779 1.721
H13 -1.892 -1.755 -0.657
H14 -1.177 -0.146 -0.386
H15 2.212 -2.843 0.981
H16 3.206 -4.482 -0.533
H17 1.987 -5.129 -2.620
H18 -0.246 -4.076 -3.030
H19 1.183 -1.601 2.110
H20 0.810 -0.074 1.291
H21 -0.168 -0.033 3.519
H22 -0.974 -1.605 3.253
H23 -3.117 3.434 3.570
H24 -4.091 3.972 2.196
H25 -2.203 5.368 1.949
H26 -1.096 4.161 2.646
H27 3.413 0.753 0.091
H28 4.462 -1.015 -1.246

Atom charges from the Löwdin analysis, given in e for atoms 1 to 6: number 1, C, carries -0.09; number 2, O, carries -0.09; number 3, C, carries -0.28; number 4, C, carries 0.00; number 5, C, carries -0.02; number 6, C, carries -0.18

***

Calculated values (Eh) of DFT total energy for the records, taken in order: -328.34292, -291.15115, -2724.55577, -381.19612, -286.47163, -1485.61321.
Calculated values (Ha) of frontier orbital gap for the records, taken in order: 0.4261, 0.3487, 0.3734, 0.3003, 0.3209, 0.3125.